1.
10
Properties=species:S:1:pos:R:3:mulliken_charge:R:1 method="wB97M-V/def2-TZVPD" total_charge=0 e_tot_ha=-698.53880 smiles="CNN=S(=O)=O" gap_ev="8.04 / 8.03"
O 3.835 1.087 1.924 -0.47
O 2.246 -0.808 2.077 -0.50
H 0.404 -1.054 -0.589 0.25
N 1.458 1.380 1.026 -0.27
H 0.278 -0.087 1.847 0.36
H -1.205 -0.244 -0.177 0.27
N 0.244 0.602 1.036 -0.21
H 0.147 0.669 -1.173 0.28
S 2.663 0.416 1.425 0.91
C -0.067 0.015 -0.237 -0.62

=====

2.
97
Properties=species:S:1:pos:R:3:mulliken_charge:R:1 method="wB97M-V/def2-TZVPD" total_charge=0 e_tot_ha=-2387.06328 gap_ev=9.41
O 3.490 -0.186 1.395 -0.80
H 5.977 -2.234 -0.903 0.27
H -3.457 -7.094 -7.280 0.30
F 2.697 -0.537 -1.788 -0.33
O -0.013 5.375 -3.293 -0.58
H 0.184 2.580 -1.015 0.10
O 3.441 -0.493 4.344 -0.58
H -2.273 4.785 -1.127 0.29
O 2.351 -5.566 -1.893 -0.60
H -4.332 0.466 3.387 0.33
F -2.489 -0.658 2.421 -0.46
H -2.273 1.477 -3.744 0.34
O -2.423 1.365 -2.791 -0.57
O -0.127 -3.211 1.539 -0.54
H 0.211 -4.713 -2.380 0.39
H 0.818 -0.148 2.367 0.53
C 2.491 -0.329 0.716 -1.26
H -6.367 0.927 5.899 0.32
O 2.175 -1.538 0.119 -0.43
H 2.813 2.727 4.489 0.29
H 2.131 4.773 -0.205 0.36
H 4.922 -1.155 -0.718 0.32
C -2.555 -5.790 -4.062 -0.77
H -6.176 1.818 7.108 0.34
C -0.404 5.043 -2.194 0.91
H 0.069 -0.219 6.328 0.29
C 0.604 0.739 1.771 -1.11
H 5.943 1.337 3.235 0.31
H -1.627 3.310 -1.802 0.00
H -1.705 -6.397 -4.372 0.27
C -1.723 4.380 -1.972 -0.57
H -0.381 -0.126 -0.782 0.63
H 6.044 2.641 4.011 0.31
H 0.802 8.480 -1.972 0.31
C -0.330 -2.671 -1.786 0.06
H -0.355 -4.497 -0.693 0.33
C -0.897 0.989 1.660 -0.59
C 1.383 0.693 0.421 3.31
H -2.574 -3.727 -1.743 0.25
H 2.601 2.397 0.821 0.66
H -0.314 -3.839 2.244 0.26
H -2.611 2.804 -6.110 0.32
H 1.305 -1.961 -3.013 0.39
H -0.722 -2.282 -0.850 0.05
H -3.156 -5.563 -4.926 0.24
C -1.748 -0.235 1.324 -0.03
H 3.851 0.317 4.669 0.28
H 5.698 1.603 -2.149 0.34
H 1.027 1.577 2.323 0.25
C 1.144 -2.293 -1.992 -1.34
C -1.940 -4.535 -2.112 -0.74
H -2.322 4.497 -2.867 0.22
C 0.862 3.055 -0.311 0.54
O 0.892 0.033 5.899 -0.62
O 0.359 5.303 -1.074 -0.40
O 0.457 8.411 -1.078 -0.66
H 2.151 -6.201 -1.198 0.30
H -5.632 -0.305 3.522 0.31
H 1.610 1.871 4.859 0.29
O 1.912 2.529 4.217 -0.60
C 1.602 -1.173 -1.108 1.05
O -6.590 0.993 6.834 -0.66
O 4.811 1.654 -1.784 -0.59
H 0.999 -0.585 5.167 0.29
H 1.777 -3.165 -1.862 0.33
H 4.382 0.849 -2.095 0.21
O -3.084 2.547 -5.312 -0.65
H -3.687 2.357 5.831 0.30
H 2.585 1.855 -0.857 0.24
H -3.191 -6.331 -3.362 0.35
H 0.396 7.461 -0.925 0.39
H 3.264 -5.312 -1.725 0.29
H 0.359 3.315 0.617 0.14
H -3.256 3.377 -4.856 0.33
H -2.429 0.012 0.508 0.29
C 1.416 4.337 -0.896 -0.97
H -3.906 1.307 6.909 0.33
O -2.065 -4.567 -3.523 -0.29
O -3.667 -7.216 -6.348 -0.61
H 0.846 0.656 -1.642 0.54
H -0.961 -2.284 -2.583 0.47
H -1.233 1.324 2.643 0.68
H -2.211 -5.486 -1.654 0.54
H -1.127 -1.058 0.987 -0.10
H 1.927 4.181 -1.845 0.38
H 0.787 -2.942 1.693 0.28
C 0.693 0.000 -0.784 -1.66
H -3.500 -8.150 -6.190 0.30
O 5.704 -1.375 -1.236 -0.66
O 5.744 1.731 4.092 -0.61
C -0.489 -4.205 -1.733 -0.73
O -5.211 0.520 3.780 -0.62
H -2.888 0.525 -2.730 0.27
H -1.130 1.810 0.991 0.06
O -3.976 2.253 6.743 -0.64
C 1.960 2.051 0.011 -1.57
H 3.667 -0.503 3.408 0.33

=====

3.
117
Properties=species:S:1:pos:R:3:mulliken_charge:R:1 method="wB97M-V/def2-TZVPD" total_charge=-1 e_tot_ha=-2191.14986 multiplicity=2 gap_ev="1.87 / 9.60" s2=0.75
H -0.360 4.030 -5.280 0.40
H 5.282 3.398 -1.034 0.23
H 1.239 -4.932 0.848 -0.04
H -5.155 1.498 -1.674 0.41
C 0.857 -3.841 5.675 -1.62
H 5.557 -2.017 -2.704 0.26
O -4.089 -0.105 3.404 -0.61
H 1.040 -5.170 -1.553 0.54
H 0.938 -4.600 6.453 0.32
H 0.730 3.551 -1.825 -0.55
H 3.396 -4.339 1.673 -0.82
H -0.992 -4.523 4.683 0.38
H 1.359 -5.072 3.402 -0.10
C 0.866 4.093 0.159 -0.92
H 0.686 3.637 -4.073 -0.13
C 4.176 3.498 -2.641 0.57
H 4.852 1.849 -1.774 0.20
H -1.920 -0.697 -0.003 0.07
H 0.927 0.485 -2.419 0.17
O 4.229 4.735 -2.805 -0.79
O 0.679 -5.429 3.977 -0.17
H -1.082 -0.175 1.412 0.30
H -5.522 -1.681 -2.319 0.30
H 3.257 2.824 -4.282 0.24
H -3.574 2.440 2.144 0.45
C 0.061 -4.327 4.478 0.40
H -0.497 -3.654 2.403 0.43
H 3.050 -2.315 -0.462 0.00
H 2.524 4.325 -6.558 0.37
H 0.635 -1.166 -2.022 0.08
H 1.149 0.914 1.006 -0.02
O 3.095 -4.101 0.793 0.65
C 2.503 -6.520 0.622 -1.50
H 4.711 1.969 2.391 0.22
H 1.200 1.496 -4.693 -0.14
C -3.525 2.851 1.135 -1.17
H 4.353 1.937 4.167 0.16
H 1.123 -3.071 3.004 0.76
H -4.606 -1.364 -0.850 -0.29
C 1.215 3.158 -6.066 0.26
H 0.987 5.121 -5.043 0.33
C -4.535 2.107 0.248 0.50
C 0.106 -3.365 3.263 -1.18
C -3.013 -0.943 3.645 0.70
H 1.874 -3.569 5.396 0.45
H -4.715 3.234 -1.605 0.39
O 1.637 5.468 -1.641 -0.68
H -0.515 1.251 -0.550 -0.46
N 4.678 2.831 -1.613 -0.26
H 1.731 -6.852 1.316 0.22
H 3.620 1.651 -3.026 0.39
H -1.376 4.443 -1.839 0.28
O 1.282 0.467 0.167 -0.41
H -5.663 -0.568 0.440 0.43
C 1.903 -4.665 -1.121 -1.40
H 0.104 3.373 0.457 0.08
H -5.501 2.465 0.606 0.25
C 0.192 -0.172 -1.955 -1.42
C -3.235 -2.087 2.654 -0.71
H -7.344 -1.363 -1.162 0.25
H 1.699 -3.603 -1.254 -0.19
H 1.872 3.725 0.363 -0.08
C -0.629 5.146 -1.470 -1.82
C -5.379 -1.997 -1.286 -0.36
H 0.715 4.887 0.890 0.46
H -4.189 0.643 1.396 -0.02
H 2.526 5.115 -1.717 0.30
C -0.918 -0.554 0.403 -1.36
H 4.613 -2.963 -1.490 0.23
C 0.987 1.697 -5.743 -1.03
H 3.504 -6.682 1.019 0.39
H -3.791 3.908 1.160 0.45
H 3.553 2.301 1.111 0.11
O 1.625 1.781 2.776 -0.37
H -2.068 -2.049 5.304 0.08
N 3.188 -1.394 -0.851 0.19
C 0.710 4.067 -5.074 -0.63
H -0.741 -0.137 -2.518 0.51
N 4.806 -2.139 -2.041 -0.41
C 4.017 -1.121 -1.798 -0.08
H 2.782 -4.936 -1.707 0.37
O -4.324 0.741 0.450 -0.16
H -0.401 -2.445 3.554 -0.10
H -2.075 -0.429 3.437 0.12
H -3.020 -1.797 1.625 -0.14
H 1.464 0.919 -6.340 0.39
H -3.819 -2.018 5.259 0.38
H 0.682 3.437 -6.975 0.40
C 0.702 4.482 -1.258 2.01
H 2.547 -0.669 -0.561 -0.20
H -0.551 -1.578 0.476 0.19
C 2.177 -5.055 0.306 1.20
N 3.381 1.682 4.062 -0.52
H -7.027 -2.785 -0.270 0.35
O 2.566 3.437 -6.197 -0.58
H -2.560 2.670 0.661 0.01
H 2.317 -7.204 -0.207 0.47
C -6.604 -1.806 -0.496 -0.34
H -0.966 5.773 -0.645 0.36
O -6.275 -1.235 0.758 -0.45
H -3.116 -0.618 5.867 0.37
N 3.780 2.547 -3.464 -0.27
N 3.757 2.041 2.065 -0.13
C 2.791 1.790 2.938 -0.04
H -0.088 1.525 -5.805 0.37
C -0.004 0.289 -0.502 2.00
H -3.487 1.903 -1.906 0.21
H 0.361 -2.991 6.145 0.36
H -2.663 -2.944 3.009 0.26
O 4.142 -0.039 -2.301 -0.60
C -4.390 2.218 -1.382 -1.33
C -2.928 -1.402 5.132 -1.32
H 2.865 1.564 4.922 0.36
H -4.921 -0.570 3.512 0.37
H -0.544 5.841 -2.305 0.47
H -4.282 -2.389 2.685 0.49
H -4.960 -2.994 -1.152 0.28

=====

4.
13
Properties=species:S:1:pos:R:3:mulliken_charge:R:1 method="wB97M-V/def2-TZVPD" total_charge=0 e_tot_ha=-340.72785 smiles="[H]/N=C/OCCC#N" gap_ev=11.36
H -1.631 0.536 0.188 0.32
H -2.177 -0.966 -0.554 0.35
N 2.376 1.180 0.415 -0.59
H 0.423 1.069 1.117 0.34
C -1.303 -0.455 -0.141 -0.64
H 0.399 -1.161 -1.321 0.32
C 1.135 1.020 0.279 0.15
C -0.877 -1.234 1.026 0.31
H -0.697 -0.068 -2.177 0.28
O 0.600 0.868 -0.963 -0.40
C -0.220 -0.262 -1.212 -0.27
H 2.559 1.351 1.403 0.26
N -0.589 -1.879 1.941 -0.42

=====

5.
13
Properties=species:S:1:pos:R:3:mulliken_charge:R:1 method="wB97M-V/def2-TZVPD" total_charge=0 e_tot_ha=-684.43952 smiles="N#CCCC=C=C=S" gap_ev=7.08
C 1.313 0.617 -0.251 0.26
C -0.805 -0.174 -1.052 -0.19
N 0.524 -1.591 1.803 -0.41
H -1.342 0.598 -1.685 0.31
S 2.320 2.032 1.992 -0.35
H -1.093 0.746 1.119 0.25
C -0.208 -0.992 1.161 0.17
C -1.156 -0.201 0.459 -0.42
H -2.174 -0.564 0.460 0.36
C 0.614 -0.062 -1.218 -0.60
H 1.233 -0.452 -2.046 0.37
C 1.659 1.209 0.832 0.03
H -0.885 -1.166 -1.575 0.23

=====

6.
37
Properties=species:S:1:pos:R:3:mulliken_charge:R:1 method="wB97M-V/def2-TZVPD" total_charge=-1 e_tot_ha=-719.63364 gap_ev=8.15
H -1.787 1.733 0.973 0.40
H 0.939 -2.290 0.034 -0.55
C -0.647 0.148 1.804 -0.34
H 1.444 -1.492 1.318 0.31
H 0.674 0.590 -0.323 0.73
H 2.980 -0.328 -1.074 0.50
H 1.013 2.366 -1.456 0.24
C -1.681 1.264 1.951 -1.27
H -1.866 3.282 -1.021 0.39
H 1.570 -1.249 -1.047 0.27
H 0.653 3.862 -0.691 0.33
H -0.792 -0.426 0.080 0.76
C -1.098 2.574 -0.710 0.16
H 0.782 -3.331 -1.298 0.31
H 0.178 -3.873 0.287 0.36
F -0.264 0.180 -0.685 -1.44
O -1.542 1.425 -1.401 -0.76
H 0.141 3.470 -2.330 0.34
O -1.165 -0.829 0.867 -0.52
H -1.869 -3.058 -1.073 0.38
H -0.906 0.768 -1.109 0.83
C 0.207 3.085 -1.312 -1.18
O -0.945 -1.388 -1.790 -0.78
H 0.367 0.472 1.570 0.33
H -0.603 -0.585 -1.391 0.66
H -0.559 -0.351 2.769 0.39
C -1.120 -2.346 -0.727 -0.50
H 2.974 -0.612 1.483 0.38
C 2.423 -1.325 0.869 -1.28
C 2.154 -0.583 -0.411 -0.44
H -1.151 2.301 0.344 -0.36
C 0.257 -3.025 -0.393 -0.27
O 1.578 0.621 -0.003 -0.79
H -1.448 -1.789 0.151 0.33
H 2.991 -2.248 0.753 0.34
H -2.592 0.910 2.435 0.37
H -1.288 2.077 2.561 0.37

=====

7.
133
Properties=species:S:1:pos:R:3:mulliken_charge:R:1 method="wB97M-V/def2-TZVPD" total_charge=-2 e_tot_ha=-3660.11089 gap_ev=4.59
F 3.340 5.470 0.584 -0.36
C 6.127 -2.537 0.566 -1.08
H -6.229 2.780 2.756 0.28
H 1.872 -6.525 1.082 0.35
N 0.996 2.117 -4.414 0.01
H 2.569 0.082 -3.893 0.37
C 4.945 -2.160 -0.064 -0.11
C -0.345 -3.445 -0.460 0.02
N -0.244 1.415 -2.707 0.47
C -4.535 -4.237 -2.962 -1.08
H 2.583 3.184 5.854 0.39
H -1.728 4.226 3.818 0.38
C -3.413 -2.056 -2.372 0.42
C 2.015 5.245 0.564 0.16
C -1.654 4.697 -4.786 -0.45
F -0.494 2.795 -0.234 -0.02
C 1.517 4.019 0.092 0.45
H -1.731 -6.291 -0.818 0.19
C -5.022 0.756 -3.619 -0.79
H 1.825 2.927 4.270 0.22
H -5.933 1.197 -4.039 0.42
C 3.651 -5.386 0.639 -0.53
H -6.991 3.484 1.317 0.44
C 2.621 -2.581 5.980 -1.46
N 1.243 -1.086 -2.776 0.03
C 1.589 1.245 5.629 -1.08
C -0.865 2.498 -3.305 -0.20
H 2.327 -5.390 2.334 0.43
H -3.301 4.752 3.264 0.44
C 2.250 -5.511 1.250 -1.26
H -5.873 -1.181 -3.184 0.42
C 1.193 -1.451 3.077 -0.13
C 4.426 -0.519 1.641 -0.43
C 1.214 6.282 0.998 0.28
Rb -0.105 0.164 0.243 2.02
C 0.150 0.392 3.584 0.21
H -4.307 -2.519 -4.252 0.45
C -3.236 1.308 1.025 0.14
C 5.600 -0.885 2.275 -0.63
H -4.776 -4.932 -3.772 0.39
C -0.471 4.065 -5.141 -1.13
C -2.426 4.247 -3.703 -1.24
N -2.328 -1.137 -0.551 -0.36
C 1.241 0.254 4.561 0.91
H 1.296 -6.402 -1.295 0.49
C 1.267 -4.513 0.711 0.92
C -3.660 2.560 1.677 0.71
H -0.857 -7.678 -1.502 0.43
H -4.400 0.397 -4.443 0.29
H -3.300 4.363 5.748 0.39
C -0.773 -6.816 -0.832 -1.32
C -0.095 2.966 -4.379 0.43
F -0.949 7.180 1.370 -0.38
C -2.291 -2.161 -1.430 -0.05
H -0.647 2.217 4.312 0.23
C -3.813 0.757 -0.130 -0.64
H 1.564 -3.016 -2.135 -0.31
H 4.317 -6.179 0.995 0.53
C 0.941 -3.206 1.280 0.08
C 0.847 1.223 -3.380 -0.54
H 2.172 0.754 6.413 0.43
H -4.690 4.422 1.662 0.50
H -2.613 2.806 -2.093 0.75
H 3.481 -3.022 6.493 0.44
C 2.159 -2.151 -2.434 -1.17
H 3.762 0.241 2.041 0.58
C -5.341 -0.389 -2.648 -1.30
C -3.406 -0.389 -0.841 0.47
C 4.099 -1.174 0.457 0.17
C -2.762 3.897 3.678 -1.22
C 0.345 -5.861 -1.272 -1.36
H 5.879 -0.399 3.203 0.43
H 7.350 -2.139 2.274 0.35
H 4.606 -3.325 -1.824 0.28
C -3.739 -3.026 -3.466 -1.05
C 0.117 3.930 0.148 -0.26
H 0.674 1.606 6.107 0.43
H 3.597 -5.447 -0.453 0.15
H -6.309 1.847 1.264 0.24
H 2.453 0.590 -2.198 -0.15
N -0.014 -2.607 0.540 -0.22
C -0.703 4.974 0.536 -0.40
H -4.460 1.543 -3.112 -0.06
C -4.806 3.418 1.246 -1.00
H 3.635 -0.747 5.463 0.46
C 6.440 -1.879 1.747 -0.46
H -1.981 5.565 -5.347 0.36
C -0.781 1.451 3.554 -0.65
C -0.159 6.160 0.979 0.49
H 0.134 4.427 -5.965 0.39
H -4.784 3.536 0.158 0.14
H -6.028 -0.026 -1.877 0.39
N -2.179 0.788 1.675 -0.87
H 4.096 -4.422 0.898 -0.20
H 2.066 -3.382 5.485 0.26
H -1.479 -3.962 -2.181 0.14
C -1.859 1.629 2.679 0.36
H -0.584 -7.182 0.180 0.29
C -3.365 3.530 5.041 -1.27
F 1.762 7.440 1.426 -0.35
S 2.534 2.772 -0.543 -0.46
H 3.723 -1.979 4.225 -0.01
H 0.149 -5.539 -2.300 0.40
C 3.052 -1.522 4.957 -0.78
H 6.772 -3.308 0.161 0.42
C 1.882 0.200 -3.047 0.19
H 2.353 -3.207 2.867 0.11
C 3.133 -1.871 -1.318 0.55
F -2.039 4.870 0.455 -0.36
H 1.805 2.203 -4.999 0.23
C -6.168 2.852 1.667 -1.38
C -1.365 -3.209 -1.405 -0.25
C 2.378 2.441 5.077 -1.09
C 1.887 -0.900 4.249 0.86
C 0.462 -4.662 -0.381 0.40
H 2.731 -2.437 -3.326 0.65
H -4.681 1.278 -0.526 0.40
H -3.333 4.781 -3.445 0.45
C -2.795 2.763 2.702 0.65
H 3.331 2.107 4.659 0.26
N 0.169 -0.642 2.727 -0.87
H -4.417 3.255 4.928 0.26
H -3.963 -4.774 -2.202 0.17
H 0.550 -0.975 -2.046 -0.22
H 1.960 -2.138 6.729 0.32
C -2.041 3.151 -2.949 0.15
N 4.316 -2.577 -1.222 0.20
H -2.814 -3.374 -3.934 0.39
C -4.114 -0.953 -2.002 0.40
N 2.981 -1.024 -0.349 0.48
H -5.468 -3.909 -2.497 0.30
C 1.532 -2.644 2.428 -0.77
H -2.846 2.670 5.470 0.27

=====

8.
6
Properties=species:S:1:pos:R:3:mulliken_charge:R:1 method="wB97M-V/def2-TZVPD" total_charge=0 e_tot_ha=-964.85348 multiplicity=3 gap_ev="6.04 / 7.44" s2=2.04
S 1.871 -0.068 0.143 0.62
C -1.085 -0.055 0.003 -0.23
H -0.571 0.829 -0.108 0.54
N 0.746 -0.859 0.759 -0.26
S -2.349 -0.967 -0.219 -0.18
O 1.387 1.120 -0.578 -0.50

=====

9.
7
Properties=species:S:1:pos:R:3:mulliken_charge:R:1 method="wB97M-V/def2-TZVPD" total_charge=0 e_tot_ha=-5263.31588 gap_ev="6.07 / 8.47"
C 0.120 -1.420 0.580 -0.40
Br -0.635 1.062 4.963 -0.04
H 0.106 0.289 -1.078 0.35
H -1.187 -0.008 1.583 0.38
C 0.089 -0.401 -0.211 -0.03
C -0.157 -0.130 1.335 -0.16
Br 1.288 0.682 2.210 -0.09

=====

10.
47
Properties=species:S:1:pos:R:3:mulliken_charge:R:1 method="wB97M-V/def2-TZVPD" total_charge=0 e_tot_ha=-1138.29003 smiles=CCCCOBP(C)O.CCCC#N.CCCC#N gap_ev=8.42
H 6.318 -2.638 4.693 0.31
N 1.615 1.935 0.172 -0.55
H -1.840 2.127 -0.565 0.07
O -6.550 1.652 -4.504 -0.56
H 0.376 0.570 -4.249 0.37
C 3.989 -2.680 2.191 0.32
C 0.044 -0.990 1.235 -0.42
H 1.830 -0.407 2.321 0.25
H 0.014 -1.994 1.666 0.34
H -0.652 0.002 3.038 0.35
C 1.482 -0.471 1.288 -0.12
H 6.105 -2.716 2.230 0.31
C -0.067 2.022 -2.661 -0.26
H 5.282 -3.977 4.215 0.29
H -5.360 0.109 -1.411 0.24
C -1.617 1.563 -2.669 -0.47
C -2.332 2.420 -1.550 -0.27
H 1.884 1.186 -3.343 0.31
H 4.286 -1.261 5.226 0.30
C 0.818 0.840 -3.235 -1.09
H -1.711 0.448 -2.503 0.22
H -0.281 -1.077 0.194 0.22
C 4.242 -2.351 5.155 -1.14
O -3.740 2.155 -1.386 -0.57
H -6.512 -0.608 -2.604 0.33
H -0.990 0.902 1.549 0.25
H -0.018 2.891 -3.386 0.30
N 2.979 -2.964 1.694 -0.54
H -2.097 3.525 -1.699 0.28
C -5.456 -0.237 -2.490 -0.86
H 5.382 -1.227 2.851 0.28
H -1.944 -0.521 1.948 0.34
H 2.144 -1.148 0.750 0.24
P -5.110 1.202 -3.696 0.19
C 1.557 0.884 0.661 0.23
C 5.288 -2.315 2.833 -0.37
H -4.678 -1.054 -2.604 0.25
H -1.982 1.767 -3.718 0.30
C 5.349 -2.886 4.252 -0.41
H 4.342 -2.761 6.161 0.33
H 0.155 2.309 -1.588 0.25
H -4.737 3.751 -2.752 -0.10
H 0.723 -0.090 -2.598 0.21
H -6.266 2.162 -5.285 0.32
C -0.938 -0.097 1.987 -1.16
B -4.505 2.613 -2.521 0.57
H 3.252 -2.633 4.787 0.34

=====

11.
16
Properties=species:S:1:pos:R:3:mulliken_charge:R:1 method="wB97M-V/def2-TZVPD" total_charge=0 e_tot_ha=-267.86743 smiles="CC/C(N)=C/N" gap_ev=8.52
N -2.223 -0.877 0.511 -0.44
H 0.151 -1.769 1.354 0.23
H 1.615 2.468 -1.470 0.30
H 1.891 0.899 0.656 0.30
H -1.985 -1.602 1.163 0.18
C -1.172 -0.185 -0.108 -0.20
H 0.616 1.223 -2.095 0.33
C 0.118 -0.096 0.252 0.13
H 2.335 0.913 -1.605 0.28
H -2.995 -0.998 -0.119 0.22
C 0.987 1.120 0.086 -0.63
H 1.047 -1.888 0.003 0.26
N 0.839 -1.283 0.788 -0.58
H -1.508 0.645 -0.737 0.29
H 0.591 1.993 0.599 0.35
C 1.395 1.401 -1.370 -1.00